Entry from OMol25: 9 unconnected molecules or ions with the total composition C48H121N7O16 at a distorted geometry (ωB97M-V with the def2-TZVPD basis set).

Positions of all 192 atoms, in Å:
C: -2.662 -2.988 4.202
C: -2.172 -4.126 3.455
C: -2.943 -5.425 3.415
O: -2.004 -3.720 2.088
H: -3.507 -2.481 3.736
H: -1.923 -2.195 4.316
H: -3.034 -3.201 5.204
H: -1.149 -4.357 3.750
H: -3.406 -5.677 4.370
H: -2.330 -6.278 3.127
H: -3.649 -5.322 2.591
H: -1.885 -4.457 1.486
C: -0.740 -0.325 1.653
C: -1.363 -0.620 0.364
C: -0.535 -1.556 -0.522
O: -2.589 -1.400 0.631
H: -0.383 -1.220 2.161
H: -1.401 0.161 2.371
H: 0.182 0.230 1.481
H: -1.639 0.341 -0.070
H: -0.894 -1.431 -1.544
H: -0.705 -2.598 -0.255
H: 0.534 -1.359 -0.601
H: -2.319 -2.171 1.136
C: -3.749 2.796 0.945
O: -3.204 3.907 1.588
C: -2.544 3.565 2.848
C: -1.984 4.844 3.528
N: -3.030 5.734 3.946
C: -2.467 6.732 4.899
C: -3.358 7.952 4.877
O: -3.804 8.362 3.566
C: -4.655 9.436 3.474
H: -2.940 2.180 0.551
H: -4.244 3.287 0.108
H: -4.515 2.322 1.558
H: -1.815 2.773 2.676
H: -3.276 3.147 3.539
H: -1.205 5.265 2.892
H: -1.459 4.363 4.353
H: -3.217 6.329 3.151
H: -1.445 6.946 4.586
H: -2.364 6.205 5.848
H: -2.945 8.811 5.406
H: -4.258 7.852 5.484
H: -4.195 10.351 3.101
H: -5.207 9.542 4.408
H: -5.365 9.160 2.694
C: -2.364 -1.114 -7.845
O: -2.191 -1.428 -6.502
C: -1.616 -2.795 -6.309
C: -1.410 -2.983 -4.781
N: -1.252 -4.485 -4.480
C: -1.213 -4.653 -3.017
C: 0.252 -4.458 -2.626
O: 1.019 -5.732 -2.412
C: 1.546 -6.315 -3.575
H: -3.189 -1.697 -8.255
H: -1.452 -1.380 -8.379
H: -2.550 -0.044 -7.935
H: -0.742 -2.860 -6.958
H: -2.373 -3.552 -6.511
H: -2.334 -2.606 -4.343
H: -0.489 -2.433 -4.587
H: -2.015 -5.102 -4.719
H: -1.502 -5.629 -2.629
H: -1.836 -3.862 -2.599
H: 0.215 -3.920 -1.678
H: 0.869 -3.839 -3.277
H: 2.454 -5.752 -3.789
H: 0.958 -6.313 -4.493
H: 1.826 -7.353 -3.394
C: -9.025 4.737 -3.102
O: -8.456 3.674 -3.806
C: -8.345 3.821 -5.260
C: -6.957 3.390 -5.743
N: -6.468 2.180 -5.096
C: -4.988 2.231 -5.131
C: -4.249 1.040 -4.527
O: -4.455 1.178 -3.118
C: -4.084 0.098 -2.384
H: -9.061 4.500 -2.039
H: -10.073 4.842 -3.383
H: -8.473 5.657 -3.300
H: -8.548 4.790 -5.715
H: -9.015 3.006 -5.532
H: -6.357 4.293 -5.856
H: -7.020 3.250 -6.822
H: -6.687 1.999 -4.127
H: -4.590 3.196 -4.817
H: -4.777 2.174 -6.199
H: -3.192 1.020 -4.794
H: -4.642 0.120 -4.960
H: -4.162 0.460 -1.358
H: -3.045 -0.215 -2.494
H: -4.740 -0.768 -2.463
C: 2.276 1.071 3.848
O: 2.102 1.648 2.567
C: 1.494 2.900 2.480
C: 0.719 3.056 1.178
N: 0.803 4.334 0.598
C: 1.962 4.507 -0.256
C: 1.788 3.789 -1.586
O: 2.834 4.232 -2.479
C: 3.511 3.144 -3.096
H: 2.844 0.142 3.797
H: 1.296 0.866 4.279
H: 2.760 1.753 4.547
H: 2.341 3.585 2.434
H: 0.825 3.008 3.333
H: -0.315 2.946 1.504
H: 0.805 2.235 0.466
H: -0.054 4.715 0.223
H: 2.808 4.142 0.327
H: 2.070 5.519 -0.647
H: 0.807 4.104 -1.943
H: 1.760 2.707 -1.460
H: 3.468 2.254 -2.468
H: 4.462 3.247 -3.618
H: 2.849 3.034 -3.955
C: 4.026 -8.311 2.387
O: 5.250 -7.580 2.134
C: 5.368 -7.237 0.802
C: 4.301 -6.289 0.281
N: 4.186 -5.239 1.252
C: 3.431 -4.241 0.599
C: 3.510 -2.882 1.260
O: 4.728 -2.233 0.774
C: 5.136 -1.161 1.675
H: 4.009 -8.762 3.380
H: 3.972 -9.035 1.574
H: 3.179 -7.625 2.410
H: 5.533 -8.119 0.184
H: 6.384 -6.842 0.827
H: 3.473 -6.934 -0.012
H: 4.538 -5.919 -0.716
H: 5.136 -5.005 1.503
H: 2.360 -4.436 0.542
H: 3.764 -4.023 -0.415
H: 3.388 -3.039 2.332
H: 2.707 -2.211 0.958
H: 5.274 -1.558 2.681
H: 4.281 -0.490 1.608
H: 5.971 -0.553 1.325
C: 9.492 -1.456 -7.758
O: 9.621 -0.770 -6.537
C: 8.407 -0.402 -5.849
C: 7.525 -1.633 -5.518
N: 6.581 -1.351 -4.483
C: 5.542 -2.367 -4.299
C: 4.321 -1.842 -3.454
O: 3.697 -0.846 -4.152
C: 2.357 -0.557 -3.681
H: 8.869 -0.947 -8.493
H: 9.280 -2.521 -7.851
H: 10.427 -1.570 -8.306
H: 7.890 0.414 -6.353
H: 9.033 -0.049 -5.029
H: 8.118 -2.361 -4.964
H: 7.003 -1.884 -6.441
H: 6.142 -0.449 -4.604
H: 5.969 -3.209 -3.755
H: 5.214 -2.732 -5.272
H: 4.501 -1.483 -2.441
H: 3.625 -2.668 -3.307
H: 1.892 0.120 -4.397
H: 2.290 -0.227 -2.644
H: 1.757 -1.461 -3.781
C: -2.905 3.847 7.517
O: -1.805 3.842 6.642
C: -0.540 3.415 7.246
C: -0.533 1.908 7.390
N: -0.784 1.329 6.062
C: -0.765 -0.156 6.101
C: 0.619 -0.698 6.464
O: 0.812 -0.929 7.833
C: 2.190 -1.133 8.189
H: -3.048 2.876 7.991
H: -3.803 4.095 6.951
H: -2.781 4.568 8.325
H: -0.543 3.812 8.261
H: 0.359 3.801 6.765
H: -1.229 1.533 8.140
H: 0.441 1.548 7.720
H: -1.707 1.678 5.848
H: -1.200 -0.439 5.143
H: -1.519 -0.567 6.773
H: 1.396 -0.068 6.031
H: 0.638 -1.577 5.820
H: 2.502 -2.155 7.975
H: 2.202 -1.240 9.273
H: 2.889 -0.311 8.036

Computed properties:
**Largest force on an atom**: 3.51 eV/Å
**Charge**: +1
**Energy**: -3487.6700 a.u.
**Multiplicity**: 2
**M**: 1052.53 g/mol

These are the Löwdin partial charges, in e, on atoms 1 to 5: atom 1 (C): -0.050, atom 2 (C): -0.486, atom 3 (C): -0.036, atom 4 (O): -0.085, atom 5 (H): 0.101